(1)
15
Properties=species:S:1:pos:R:3 method="wB97M-V/def2-TZVPD" lumo_ev=0.870 e_above_lowest_kj_mol=46.8 gap_ha=0.4485 energy_ha=-250.6491 smiles=CCCCC#N
C -2.21 -0.23 0.52
C -1.02 0.56 0.00
C 0.30 -0.24 -0.04
C 1.76 0.48 -0.25
C 2.73 -0.57 -0.48
N 3.44 -1.45 -0.72
H -2.04 -0.57 1.54
H -3.12 0.38 0.54
H -2.37 -1.11 -0.12
H -0.90 1.44 0.63
H -1.24 0.91 -1.02
H 0.44 -0.84 0.87
H 0.24 -0.88 -0.92
H 2.13 1.03 0.63
H 1.86 1.09 -1.17

---

(2)
15
Properties=species:S:1:pos:R:3 method="wB97M-V/def2-TZVPD" lumo_ev=1.079 e_above_lowest_kj_mol=150.7 gap_ha=0.3802 energy_ha=-250.6096 smiles="C=NCC(=C)C"
C 1.43 0.62 1.72
N 1.75 0.57 0.50
C 1.02 -0.44 -0.26
C -0.39 0.01 -0.60
C -0.65 1.28 -0.88
C -1.47 -1.05 -0.57
H 1.87 1.39 2.37
H 0.71 -0.06 2.19
H 0.98 -1.39 0.30
H 1.57 -0.65 -1.19
H -1.66 1.61 -1.14
H 0.13 2.04 -0.85
H -2.04 -1.09 -1.50
H -2.19 -0.83 0.24
H -1.07 -2.04 -0.37

---

(3)
15
Properties=species:S:1:pos:R:3 method="wB97M-V/def2-TZVPD" lumo_ev=1.201 e_above_lowest_kj_mol=255.1 gap_ha=0.3862 energy_ha=-250.5698 smiles="C=CC[C@@H]1CN1"
C 2.19 0.64 0.07
C 1.50 -0.47 -0.32
C 0.24 -0.94 0.35
C -1.00 -0.39 -0.44
C -1.55 0.93 -0.14
N -2.33 -0.27 0.07
H 3.11 0.95 -0.41
H 1.78 1.33 0.97
H 1.85 -1.25 -1.17
H 0.27 -0.50 1.42
H 0.24 -2.02 0.32
H -1.00 -0.53 -1.55
H -1.13 1.53 0.69
H -1.93 1.58 -0.92
H -2.24 -0.60 1.07

---

(4)
15
Properties=species:S:1:pos:R:3 method="wB97M-V/def2-TZVPD" lumo_ev=1.190 e_above_lowest_kj_mol=368.5 gap_ha=0.3398 energy_ha=-250.5266 smiles=C1CC1N1CC1
C 0.74 0.80 -1.43
C 1.53 0.90 -0.14
C 0.75 -0.33 -0.44
N -0.35 -0.61 0.38
C -1.09 -0.03 1.38
C -1.52 -1.32 0.33
H -0.17 1.39 -1.49
H 1.27 0.66 -2.36
H 2.61 0.83 -0.18
H 1.14 1.57 0.63
H 1.29 -1.24 -0.69
H -0.57 0.01 2.37
H -1.83 0.76 1.26
H -2.07 -1.34 -0.65
H -1.64 -2.23 0.89

---

(5)
15
Properties=species:S:1:pos:R:3 method="wB97M-V/def2-TZVPD" lumo_ev=1.134 e_above_lowest_kj_mol=171.5 gap_ha=0.3483 energy_ha=-250.6016 smiles="C=CC(=C)NC"
C -0.62 1.44 1.79
C -1.04 0.86 0.68
C -0.26 -0.26 0.06
C -0.71 -1.49 0.24
N 1.01 0.03 -0.48
C 1.24 -0.56 -1.80
H 0.26 1.21 2.37
H -1.18 2.19 2.33
H -1.94 1.17 0.17
H -0.21 -2.42 -0.02
H -1.66 -1.78 0.69
H 1.06 1.04 -0.51
H 2.10 -0.11 -2.31
H 1.51 -1.61 -1.67
H 0.39 -0.51 -2.49

---

(6)
15
Properties=species:S:1:pos:R:3 method="wB97M-V/def2-TZVPD" lumo_ev=0.926 e_above_lowest_kj_mol=107.6 gap_ha=0.4432 energy_ha=-250.6260
C 0.89 1.89 -0.69
C 0.56 0.79 0.32
C -0.24 -0.35 -0.29
C -0.60 -1.40 0.78
C -1.67 -3.38 -0.39
N -1.46 -2.41 0.25
H -0.03 2.33 -1.10
H 1.46 2.70 -0.22
H 1.48 1.50 -1.52
H 0.00 1.22 1.16
H 1.50 0.40 0.75
H -1.18 0.03 -0.72
H 0.32 -0.81 -1.12
H -1.08 -0.94 1.63
H 0.32 -1.91 1.12

---

(7)
15
Properties=species:S:1:pos:R:3 method="wB97M-V/def2-TZVPD" lumo_ev="-0.187 / -0.188" e_above_lowest_kj_mol=350.3 gap_ha="0.2879 / 0.2878" energy_ha=-250.5335
C -1.52 -0.47 -0.61
C -0.04 -0.63 -0.74
C 0.71 0.34 -1.40
C 0.49 -0.20 2.12
C 0.62 1.01 1.53
N 0.83 1.95 0.81
H -1.87 -0.61 0.42
H -2.01 -1.23 -1.23
H -1.84 0.52 -0.96
H 0.40 -1.58 -0.47
H 0.15 1.06 -2.01
H 1.64 0.03 -1.87
H 0.97 1.14 -0.45
H 1.40 -0.61 2.57
H -0.43 -0.51 2.60

---

(8)
15
Properties=species:S:1:pos:R:3 method="wB97M-V/def2-TZVPD" lumo_ev=1.106 e_above_lowest_kj_mol=199.8 gap_ha=0.2737 energy_ha=-250.5908
C -1.23 0.71 0.74
C -1.14 0.57 -0.79
C -0.18 -0.26 1.19
N 0.72 -0.50 0.24
C 1.88 -1.16 0.26
C 0.32 0.17 -1.02
H -1.02 1.74 1.04
H -2.23 0.46 1.11
H -1.81 -0.22 -1.14
H -1.39 1.49 -1.32
H -0.01 -0.62 2.19
H 2.23 -1.57 1.19
H 2.40 -1.31 -0.67
H 0.47 -0.53 -1.85
H 0.97 1.03 -1.16